No. 1
{"formula": "C5H20N10O5", "method": "the ωB97M-V functional and the def2-TZVPD basis", "elements": ["C", "O", "N", "N", "H", "H", "H", "H", "C", "O", "N", "N", "H", "H", "H", "H", "C", "O", "N", "N", "H", "H", "H", "H", "C", "O", "N", "N", "H", "H", "H", "H", "C", "O", "N", "N", "H", "H", "H", "H"], "coordinates": [[-1.284, -0.341, -3.758], [-1.305, 0.580, -2.944], [-2.370, -0.973, -4.238], [-0.081, -0.806, -4.212], [-3.297, -0.717, -3.950], [-2.302, -1.662, -4.965], [0.065, -1.741, -4.544], [0.735, -0.260, -4.002], [0.881, 0.759, -0.134], [1.893, 1.116, 0.432], [-0.183, 1.568, -0.390], [0.662, -0.553, -0.470], [-0.110, 2.547, -0.190], [-1.013, 1.175, -0.797], [1.341, -1.236, -0.191], [-0.216, -0.948, -0.754], [4.743, -1.594, 1.994], [4.738, -0.397, 1.874], [5.011, -2.266, 3.168], [4.691, -2.438, 0.890], [4.585, -3.138, 3.419], [5.423, -1.764, 3.934], [4.955, -3.405, 0.863], [4.076, -2.166, 0.142], [-4.198, 2.101, -1.187], [-3.521, 1.591, -0.306], [-3.910, 1.894, -2.503], [-5.283, 2.912, -0.964], [-3.092, 1.346, -2.730], [-4.368, 2.419, -3.225], [-5.508, 3.174, -0.025], [-5.927, 3.008, -1.725], [1.026, 0.284, 3.815], [2.121, 0.731, 3.597], [0.794, -0.683, 4.778], [-0.164, 0.607, 3.166], [-0.099, -0.724, 5.238], [1.564, -0.914, 5.381], [-0.150, 0.954, 2.218], [-0.923, -0.041, 3.295]], "atomic_forces_ev_per_a": [[1.2, 0.3, 0.8], [-0.8, -0.1, -0.5], [-0.7, -0.5, -0.3], [0.1, -0.1, -0.4], [0.1, 0.1, 0.2], [0.1, 0.1, 0.0], [-0.2, 0.0, -0.1], [-0.1, 0.0, 0.3], [-0.3, 0.2, 0.8], [0.2, 0.1, -0.4], [0.0, -0.3, 0.1], [0.1, -1.1, -0.5], [0.0, 0.0, 0.0], [-0.2, 0.4, -0.1], [0.2, 0.3, 0.2], [-0.2, 0.5, -0.1], [1.0, -0.3, -0.3], [-0.2, 0.0, 0.2], [0.3, -0.2, 0.5], [-0.8, -0.1, -0.6], [-0.1, -0.1, -0.4], [-0.3, 0.4, -0.1], [0.0, 0.0, 0.6], [0.2, 0.3, 0.0], [0.5, -0.3, 0.2], [-0.2, 0.3, 0.1], [-0.5, -0.1, -0.3], [0.4, -0.2, -0.4], [0.3, 0.2, 0.1], [0.1, 0.1, 0.0], [-0.2, -0.1, 0.0], [-0.3, 0.3, 0.3], [-0.5, -0.2, -0.3], [-0.1, 0.2, -0.1], [0.0, -0.6, 0.6], [-0.1, 0.1, -0.1], [0.0, 0.1, -0.1], [0.2, 0.3, -0.1], [0.5, 0.3, 0.1], [0.1, 0.0, 0.0]], "nbo_charge": [0.780, -0.688, -0.833, -0.847, 0.411, 0.394, 0.389, 0.418, 0.753, -0.633, -0.852, -0.870, 0.406, 0.418, 0.392, 0.385, 0.766, -0.576, -0.871, -0.872, 0.384, 0.399, 0.382, 0.388, 0.774, -0.673, -0.872, -0.853, 0.430, 0.378, 0.411, 0.384, 0.774, -0.591, -0.870, -0.860, 0.374, 0.391, 0.412, 0.369], "charge": 0, "lumo_energy_ha": 0.0113, "energy_ev": -30652.3401, "relative_energy_ev": 1.320, "smiles": "NC(N)=O.NC(N)=O.NC(N)=O.NC(N)=O.NC(N)=O", "multiplicity": 1}

---

No. 2
{"formula": "C4H11N2O", "method": "the ωB97M-V functional and the def2-TZVPD basis", "elements": ["C", "C", "C", "C", "N", "N", "O", "H", "H", "H", "H", "H", "H", "H", "H", "H", "H", "H"], "coordinates": [[1.141, 0.918, -1.491], [-1.675, 0.043, -0.848], [1.139, -0.912, 1.424], [-0.668, 0.141, 0.224], [-0.724, 1.122, 1.129], [0.157, -0.892, 0.396], [1.430, 0.708, -2.736], [2.022, 1.574, -1.229], [-1.553, -0.967, -1.233], [-2.724, -0.131, -0.477], [-1.598, 0.757, -1.698], [1.616, -1.753, 1.214], [1.750, 0.038, 1.412], [0.632, -0.834, 2.363], [-1.317, 1.914, 1.028], [0.032, 1.098, 1.809], [1.049, -0.058, -3.165], [0.319, -1.335, -0.440]], "atomic_forces_ev_per_a": [[2.5, 1.8, 0.7], [-1.2, -1.2, -1.0], [-1.3, 4.7, 0.4], [-0.9, 0.6, 1.2], [1.5, -1.9, -0.4], [-2.0, 2.9, 1.2], [-0.8, -0.8, -2.4], [-1.2, -0.2, 1.7], [0.3, 0.0, -0.7], [0.9, 1.1, 0.1], [-0.2, -0.3, 1.0], [2.9, -3.5, 0.2], [0.1, -1.2, -0.4], [-0.2, -0.8, 0.9], [-0.4, 0.4, 0.0], [-0.6, 0.7, 0.0], [-0.1, -0.5, -0.4], [0.6, -1.8, -2.0]], "nbo_charge": [-0.006, -0.722, -0.415, 0.586, -0.720, -0.493, -0.659, 0.184, 0.241, 0.287, 0.283, 0.236, 0.205, 0.218, 0.442, 0.418, 0.503, 0.414], "charge": 1, "lumo_energy_ha": [-0.1230, -0.1856], "s2": 2.00, "energy_ev": -9342.5831, "relative_energy_ev": 0.442, "multiplicity": 3}

---

No. 3
{"formula": "C6H11N2", "method": "the ωB97M-V functional and the def2-TZVPD basis", "elements": ["C", "C", "C", "C", "C", "C", "N", "N", "H", "H", "H", "H", "H", "H", "H", "H", "H", "H", "H"], "coordinates": [[-0.622, -1.989, -0.018], [3.504, 0.359, -0.124], [2.285, -0.037, 0.232], [-1.738, -0.997, 0.224], [1.419, -0.810, -0.664], [-1.496, 1.455, -0.056], [0.530, -1.563, -0.286], [-1.168, 0.181, 0.644], [-0.710, -3.054, 0.093], [4.228, 0.976, 0.567], [3.877, 0.241, -1.094], [1.805, 0.313, 1.160], [-2.394, -0.924, -0.728], [-2.373, -1.465, 0.881], [1.753, -0.744, -1.767], [-1.819, 2.310, 0.517], [-0.569, 1.751, -0.595], [-2.155, 1.387, -0.916], [-1.453, 0.253, 1.676]], "atomic_forces_ev_per_a": [[0.9, 0.0, -0.4], [1.0, 1.8, 2.2], [-0.7, 0.5, 0.9], [-0.2, -1.1, -4.1], [3.7, 2.0, -1.8], [1.8, -0.1, -1.6], [-2.5, -1.5, -0.1], [-1.2, 3.2, 3.5], [-0.3, -0.4, 0.2], [-1.8, -1.4, -1.3], [0.6, -0.6, -1.4], [0.5, -0.7, -0.2], [1.2, -0.1, 1.1], [-1.6, -1.1, 1.9], [-1.1, -0.4, 1.5], [-0.1, -0.2, 0.7], [-0.3, 0.2, 0.6], [-0.7, -0.7, 0.2], [0.9, 0.4, -2.0]], "nbo_charge": [0.261, -0.221, -0.317, -0.278, 0.231, -0.430, -0.268, -0.652, 0.236, 0.247, 0.204, 0.249, 0.244, 0.230, 0.246, 0.231, 0.189, 0.205, 0.392], "charge": 1, "lumo_energy_ha": -0.1689, "energy_ev": -9370.8296, "relative_energy_ev": 3.905, "smiles": "C=CC=[N+]=CCNC", "multiplicity": 1}

---

Max |F|, record by record: 1.441 4.875 4.914 eV Å⁻¹